(1)
Molecular formula: C11H21N3O4
Method: DFT, ωB97M-V/def2-TZVPD

```
! wB97M-V def2-TZVPD RIJCOSX def2/J DEFGRID3
* xyz 0 1
C 1.445 4.163 0.931
C 0.481 3.004 1.199
C 1.078 1.786 1.941
C 1.993 2.214 3.105
C 1.807 0.770 1.023
N 2.909 1.391 0.289
C 0.784 0.158 0.035
O 0.714 0.485 -1.147
N -0.085 -0.773 0.560
C -1.271 -1.180 -0.196
C -0.875 -2.061 -1.397
C -2.096 -2.338 -2.276
C -1.770 -3.398 -3.303
N -2.610 -3.427 -4.393
O -0.837 -4.162 -3.199
C -2.150 -1.978 0.731
O -3.351 -1.869 0.766
O -1.512 -2.917 1.495
H 0.980 4.868 0.237
H 2.385 3.826 0.471
H 1.680 4.721 1.851
H -0.382 3.353 1.763
H 0.081 2.651 0.243
H 0.231 1.272 2.433
H 2.923 2.635 2.758
H 1.465 2.961 3.697
H 2.193 1.330 3.726
H 2.183 -0.041 1.681
H 2.548 1.654 -0.632
H 3.583 0.649 0.084
H -0.157 -0.708 1.578
H -1.873 -0.304 -0.513
H -0.105 -1.516 -1.969
H -0.448 -3.012 -1.057
H -2.928 -2.719 -1.669
H -2.452 -1.436 -2.771
H -3.471 -2.905 -4.371
H -2.544 -4.249 -5.000
H -0.551 -2.896 1.294
*
```

Computed properties:
M in g/mol: 259.31
SMILES string: CC[C@H](C)[C@H](N)C(=O)N[C@@H](CCC(N)=O)C(=O)O
Max |F| in eV/Å: 1.15
HOMO-LUMO gap in eV: 10.13

(2)
Molecular formula: C11H21N3O5
Method: DFT, ωB97M-V/def2-TZVPD

```
! wB97M-V def2-TZVPD RIJCOSX def2/J DEFGRID3
* xyz 0 1
C -0.265 -3.975 0.061
N -0.488 -2.522 0.299
C -1.461 -2.056 1.028
O -2.251 -2.632 1.740
C -1.391 -0.470 0.773
N -0.119 0.212 0.929
C 0.335 1.247 0.270
O -0.460 1.957 -0.307
C 1.896 1.385 0.289
N 2.478 2.685 -0.056
C 2.854 3.555 0.823
C 3.000 4.966 0.254
O 3.118 3.285 2.008
C 2.383 0.332 -0.656
C 3.951 0.256 -0.694
O 1.933 -0.998 -0.556
C -2.416 0.260 1.685
C -2.069 0.181 3.160
O -2.653 1.632 1.410
H 0.671 -4.162 0.542
H -0.168 -4.197 -0.971
H -1.041 -4.606 0.507
H 0.062 -1.918 -0.296
H -1.914 -0.304 -0.206
H 0.615 -0.419 1.244
H 2.350 1.024 1.226
H 2.314 2.961 -1.049
H 3.338 5.579 1.137
H 1.914 5.215 0.047
H 3.736 5.012 -0.527
H 1.951 0.546 -1.637
H 4.181 -0.432 -1.536
H 4.466 1.186 -1.056
H 4.391 -0.231 0.166
H 2.554 -1.582 -1.031
H -3.378 -0.239 1.685
H -1.121 -0.288 3.257
H -2.693 -0.611 3.557
H -2.153 1.133 3.672
H -1.908 1.977 0.849
*
```

Computed properties:
M in g/mol: 275.30
SMILES string: CNC(=O)[C@H](NC(=O)[C@H](NC(C)=O)[C@@H](C)O)[C@@H](C)O
Max |F| in eV/Å: 5.79
HOMO-LUMO gap in eV: 9.35

(3)
Molecular formula: C11H21N3O5
Method: DFT, ωB97M-V/def2-TZVPD

```
! wB97M-V def2-TZVPD RIJCOSX def2/J DEFGRID3
* xyz 0 1
N -5.052 -1.144 -0.683
C -4.406 -1.258 0.664
C -3.644 0.110 1.006
C -2.215 0.144 0.223
C -1.614 1.537 0.033
C -0.089 1.574 -0.258
N 0.734 0.965 0.669
C 1.863 0.422 0.209
O 2.230 0.573 -0.939
C 2.605 -0.504 1.221
N 1.934 -0.494 2.513
C 2.871 -1.872 0.559
C 1.631 -2.821 0.197
C 0.831 -2.225 -0.902
O -0.132 -1.441 -0.771
O 1.348 -2.596 -2.178
C 0.439 3.021 -0.529
O -0.169 3.904 -0.037
O 1.630 3.065 -1.183
H -4.328 -1.192 -1.406
H -5.595 -1.991 -0.795
H -5.148 -1.451 1.494
H -3.740 -2.139 0.771
H -4.335 0.992 0.777
H -3.372 0.074 2.096
H -2.238 -0.334 -0.803
H -1.469 -0.385 0.827
H -1.734 2.202 0.936
H -2.086 2.103 -0.784
H 0.064 0.971 -1.143
H 0.507 0.825 1.648
H 3.629 0.075 1.252
H 2.359 0.289 3.117
H 2.245 -1.359 3.011
H 3.526 -2.422 1.274
H 3.493 -1.687 -0.368
H 1.120 -3.027 1.178
H 2.038 -3.757 -0.179
H 0.861 -2.049 -2.828
H 2.000 2.159 -1.238
*
```

Computed properties:
M in g/mol: 275.30
SMILES string: NCCCC[C@H](NC(=O)[C@@H](N)CCC(=O)O)C(=O)O
Max |F| in eV/Å: 4.26
HOMO-LUMO gap in eV: 9.55

Relative energy (zero: lowest compared OMol25 entry of this formula, charge and spin), respectively: 0.532 2.185 1.112 eV.